84
Properties=species:S:1:pos:R:3 method="wB97M-V/def2-TZVPD" largest_force_ev_per_a=3.2 total_energy_ha=-2522.38621 charge=+3 lumo_ev=-11.598 homo_lumo_gap_ev=5.2783
Mo 0.00766 -1.19977 0.58183
O -0.86094 0.37983 -0.50997
P -0.25494 1.75393 -0.79847
C 1.29816 1.46113 -1.77187
P 2.49296 0.45373 -0.79817
O 1.58316 -0.34767 0.18533
C 3.20426 -0.80047 -1.88387
C 4.50706 -0.74687 -2.36987
C 4.95076 -1.74957 -3.21767
C 4.10466 -2.78507 -3.58167
C 2.80596 -2.83967 -3.08977
C 2.35336 -1.84607 -2.24687
C 3.64726 1.40583 0.19533
C 3.89176 2.76743 0.04583
C 4.86796 3.36643 0.82503
C 5.60716 2.61573 1.72663
C 5.35136 1.25963 1.88443
C 4.37116 0.65113 1.12273
C 0.24036 2.62193 0.72003
C 0.61236 1.96353 1.89053
C 1.09736 2.68383 2.96673
C 1.20466 4.06613 2.88853
C 0.78106 4.73083 1.74933
C 0.29946 4.01513 0.66763
C -1.30584 2.78243 -1.83487
C -0.75454 3.85943 -2.53237
C -1.57864 4.69403 -3.26537
C -2.94514 4.45823 -3.30667
C -3.49264 3.38843 -2.61517
C -2.67614 2.54663 -1.87747
H 1.75146 2.40403 -2.07497
H 1.01376 0.90803 -2.67757
H 5.15666 0.06973 -2.09227
H 5.95946 -1.71827 -3.59617
H 4.45006 -3.54777 -4.26057
H 2.15556 -3.65007 -3.37557
H 1.32326 -1.86377 -1.86707
H 3.33756 3.36343 -0.66387
H 5.06856 4.41993 0.71013
H 6.39106 3.08633 2.29993
H 5.93006 0.67973 2.58593
H 4.16296 -0.40807 1.23363
H 0.49286 0.87333 1.97923
H 1.38006 2.17553 3.87463
H 1.58936 4.62443 3.72573
H 0.81046 5.80773 1.70203
H -0.06134 4.53713 -0.20657
H 0.30796 4.05773 -2.51617
H -1.15564 5.52883 -3.80257
H -3.58374 5.11003 -3.88247
H -4.55564 3.20473 -2.64507
H -3.09134 1.71003 -1.33537
O 1.45106 -2.84247 2.86193
C 0.97336 -2.32297 1.97443
C -3.99984 -0.29527 3.51363
C -3.37154 -0.66547 2.17503
C -3.94924 0.17533 1.02273
C -3.55754 -2.10817 1.78583
C -4.72124 -2.81037 2.03753
C -4.87554 -4.11067 1.57723
C -3.87994 -4.71737 0.81923
C -2.69444 -4.06187 0.52413
C -1.62844 -4.73587 -0.31257
C -0.33184 -4.98277 0.47123
C -1.37434 -3.95057 -1.60227
C -2.53204 -2.74127 1.02623
O -1.42564 -2.06387 0.80333
H -3.73024 0.72243 3.78153
H -3.65614 -0.95657 4.30463
H -5.08494 -0.34267 3.47213
H -2.27484 -0.45827 2.24403
H -4.99654 -0.07467 0.86743
H -3.41334 -0.03847 0.09253
H -3.87974 1.23633 1.25053
H -5.51764 -2.33007 2.58293
H -5.78164 -4.64677 1.81483
H -4.03844 -5.71707 0.44483
H -2.02134 -5.71837 -0.60067
H 0.34166 -4.10647 0.43833
H 0.21016 -5.82207 0.03703
H -0.54764 -5.23007 1.50983
H -1.00874 -2.92477 -1.39547
H -2.29244 -3.87427 -2.17807
H -0.63574 -4.46737 -2.20857